{
  "formula": "C17H14N4S",
  "method": "ωB97M-V/def2-TZVPD",
  "elements": ["C", "C", "N", "N", "C", "N", "C", "C", "C", "C", "C", "C", "H", "H", "H", "H", "H", "S", "C", "C", "C", "C", "C", "C", "C", "C", "N", "H", "H", "H", "H", "H", "H", "H", "H", "H"],
  "xyz": [[0.92965, 3.40618, -1.51746], [0.65843, 1.88213, -1.19736], [0.25542, 0.89690, -1.93389], [0.14128, -0.11356, -1.28992], [0.55490, 0.14910, -0.11953], [0.77174, 1.59893, 0.12134], [1.04726, 2.36093, 1.28175], [2.38150, 2.80853, 1.50855], [2.69375, 3.49324, 2.70244], [1.76401, 3.43217, 3.66876], [0.49476, 2.71932, 3.83039], [0.31784, 2.07611, 2.61470], [-0.52934, 1.51806, 2.24016], [-0.17168, 2.65428, 4.53972], [2.12544, 3.89702, 4.65893], [3.47161, 4.20132, 2.69264], [2.96547, 2.95906, 0.45044], [0.22585, -0.84174, 1.29195], [0.03077, -2.63013, 0.41568], [-1.25364, -2.38687, -0.46363], [-2.30511, -2.19848, 0.07530], [-3.64259, -2.00557, -0.65344], [-3.50621, -2.39100, -2.03922], [-2.31750, -2.54178, -2.63711], [-0.92219, -2.89900, -1.68496], [0.16770, -3.09141, -2.47883], [1.27900, -3.25178, -3.09379], [-2.13710, -2.95729, -3.61833], [-4.33409, -2.21502, -2.76538], [-4.54250, -1.90022, -0.39489], [-2.49479, -2.06087, 1.19373], [0.12880, -3.29446, 1.15051], [0.92867, -2.63479, -0.20448], [0.80006, 4.12378, -0.76955], [2.12396, 3.57298, -1.69900], [0.35333, 3.55892, -2.25021]],
  "forces_ev_per_a": [[6.85, -4.00, 3.28], [0.51, 6.40, 0.89], [0.88, 9.04, -7.42], [0.03, -7.37, 4.32], [-0.88, 0.07, 6.18], [-0.82, -5.09, -2.12], [2.99, -1.80, 5.09], [-1.05, 1.64, -4.53], [-1.42, -1.29, -2.51], [-0.92, 0.87, 6.60], [6.35, 0.05, -8.06], [-1.32, 0.86, -4.48], [-0.73, -0.32, 1.25], [-2.81, -0.12, 4.12], [-0.74, -0.12, -1.54], [1.17, 0.27, 0.54], [-0.79, -0.53, 3.05], [0.59, -1.99, 0.11], [-0.01, 6.74, -2.47], [15.40, -5.83, -2.76], [-17.89, 4.19, 6.49], [11.31, -3.62, -3.92], [-1.76, 2.82, 0.58], [5.89, -3.95, 1.87], [-8.47, 3.25, -4.85], [10.82, -1.43, -4.67], [-9.08, 1.15, 4.70], [-0.48, 0.65, -0.43], [0.22, -0.48, 0.88], [-6.68, 1.21, 3.29], [1.07, -0.07, -1.57], [-0.40, -2.76, 3.00], [-0.22, -0.24, -0.04], [-0.92, 0.45, 1.71], [-2.90, -0.61, -0.36], [-3.78, 1.95, -6.22]],
  "orbital_gap_ev": 7.09
}


{
  "formula": "C17H15Br2N3O2S2Ti",
  "method": "ωB97M-V/def2-TZVPD",
  "elements": ["Ti", "S", "C", "S", "C", "C", "N", "C", "N", "Br", "C", "C", "C", "Br", "C", "C", "C", "C", "N", "C", "C", "O", "H", "H", "H", "H", "C", "C", "O", "C", "C", "H", "H", "H", "H", "H", "H", "H", "H", "H", "H", "H"],
  "xyz": [[-0.74625, 0.26761, -0.13067], [-2.74015, 1.64071, -0.13067], [-3.88505, 0.27311, -0.31667], [-2.74905, -1.11199, -0.13067], [-5.00065, 0.04071, 0.39533], [-5.21325, 0.47261, 1.75473], [-5.42915, 0.79541, 2.84503], [-6.02855, -0.76189, -0.22157], [-6.84505, -1.40679, -0.72907], [0.57435, 5.29581, -0.13067], [1.63675, 3.70341, -0.13067], [3.02475, 3.88911, -0.13067], [3.86645, 2.78231, -0.13067], [5.74075, 3.10921, -0.13067], [3.32525, 1.48271, -0.13067], [4.05375, 0.27141, -0.13067], [3.38045, -0.94599, -0.13067], [1.99775, -0.92079, -0.13067], [1.26445, 0.20761, -0.13067], [1.91625, 1.36131, -0.13067], [1.04345, 2.42131, -0.13067], [-0.19975, 2.14381, -0.13067], [3.43325, 4.89401, -0.13067], [5.13815, 0.26961, -0.13067], [3.91625, -1.88629, -0.13067], [1.41425, -1.83519, -0.13067], [0.34225, -1.42989, -2.46187], [-0.61945, -1.96999, -1.42227], [-0.13675, -1.60829, -0.13067], [-0.99175, -2.08609, 0.90503], [-0.40995, -1.66439, 2.23963], [0.00925, -1.68559, -3.47167], [1.34655, -1.83789, -2.30697], [0.42495, -0.34099, -2.38197], [-0.68025, -3.06089, -1.50257], [-1.61565, -1.54179, -1.57827], [-1.05755, -3.17849, 0.85623], [-1.99355, -1.65969, 0.78403], [0.59895, -2.07079, 2.36603], [-1.03665, -2.01159, 3.06583], [-0.32345, -0.57419, 2.29533], [-0.74625, 0.26761, 1.62993]],
  "forces_ev_per_a": [[-1.71, 3.57, 1.12], [-2.37, -0.81, -0.57], [5.27, 1.48, 0.40], [-8.56, 4.00, -5.62], [-4.92, 0.28, 1.57], [-0.41, 0.23, -1.35], [0.11, -0.11, 0.18], [0.85, 0.16, 0.98], [-0.21, -0.07, -0.17], [-0.09, -0.29, 0.00], [0.41, 0.31, 0.01], [-0.35, -0.21, 0.00], [-0.81, 0.24, 0.00], [0.12, -0.16, 0.00], [0.36, -0.06, 0.00], [1.26, -0.06, -0.03], [-1.09, 0.54, 0.01], [2.68, -1.48, 0.27], [0.92, -1.54, -0.18], [2.01, 0.95, 0.04], [1.08, 2.55, 0.10], [-0.91, 0.73, -0.50], [-0.07, -0.14, 0.00], [-0.05, 0.24, 0.00], [-0.06, -0.04, 0.01], [1.97, 0.40, 0.15], [0.56, -0.17, -0.19], [1.41, -1.01, -2.46], [-4.01, -2.60, -0.28], [3.51, -2.87, 2.67], [0.75, -1.71, 0.91], [-0.16, 0.00, 0.16], [-0.11, 0.19, -0.26], [0.03, -0.11, -0.25], [-0.07, -0.04, 0.22], [0.81, -0.67, -0.54], [0.06, -0.10, -0.21], [2.66, -2.56, 5.19], [0.03, -0.25, 0.06], [-0.08, -0.15, -0.11], [0.12, -0.94, 0.50], [-0.94, 2.28, -1.86]],
  "orbital_gap_ev": [3.80, 5.47],
  "charge": -2,
  "multiplicity": 3
}


For the records above, the corresponding calculated total energy values read -34639.356, -211300.581 eV.